No. 1
5 unconnected molecules or ions with the total composition C19H46F3O7PSSi at a distorted geometry. Source: the Open Molecules 2025 dataset; level of theory: ωB97M-V with the def2-TZVPD basis set.

**HOMO-LUMO gap**: 0.35123 Eh
**E_HOMO**: -9.3 eV
**SMILES**: O=[PH2][Si@](S)(CCCC(=O)O)CCC(F)(F)F.CC(C)O.CC(C)O.CC(C)O.CC(C)O

```
! RIJCOSX wB97M-V def2-TZVPD def2/J DEFGRID3
* xyz 0 1
O 1.27 0.90 0.08
P 1.69 0.59 -1.40
Si -0.13 0.59 -2.64
S -1.54 -0.76 -1.65
C 0.09 -0.10 -4.41
C 1.61 -0.21 -4.91
C 1.54 -0.54 -6.50
C 2.39 0.48 -7.38
O 2.64 1.66 -7.11
O 2.87 -0.03 -8.64
C -1.05 2.30 -2.67
C -0.06 3.56 -2.81
C 0.20 4.39 -1.49
F 1.50 4.25 -0.99
F -0.69 4.13 -0.43
F 0.00 5.77 -1.83
H 2.67 1.57 -1.75
H 2.26 -0.74 -1.37
H -2.05 0.05 -0.63
H -0.46 0.59 -5.15
H -0.37 -1.15 -4.47
H 2.24 0.70 -4.68
H 2.15 -1.11 -4.45
H 0.46 -0.44 -6.86
H 1.89 -1.60 -6.74
H 2.07 -0.30 -9.15
H -1.72 2.31 -1.76
H -1.75 2.34 -3.58
H -0.45 4.25 -3.64
H 0.94 3.16 -3.22
C 0.62 -4.62 1.03
C 1.18 -4.32 -0.35
C 2.59 -4.87 -0.50
O 1.20 -2.91 -0.56
H 1.23 -4.15 1.81
H -0.39 -4.21 1.13
H 0.58 -5.70 1.22
H 0.54 -4.76 -1.11
H 3.27 -4.42 0.22
H 2.99 -4.64 -1.50
H 2.61 -5.96 -0.36
H 1.77 -2.52 0.11
C -3.07 -6.70 2.64
C -2.78 -5.21 2.54
C -3.94 -4.38 3.06
O -2.54 -4.87 1.17
H -3.95 -6.97 2.05
H -2.23 -7.28 2.25
H -3.24 -6.99 3.68
H -1.87 -4.97 3.10
H -4.85 -4.57 2.49
H -3.72 -3.31 2.97
H -4.14 -4.61 4.11
H -3.33 -5.08 0.67
C 2.05 6.48 1.37
C 2.33 7.97 1.27
C 1.16 8.79 1.80
O 2.58 8.33 -0.09
H 1.17 6.21 0.77
H 2.89 5.91 0.97
H 1.87 6.18 2.40
H 3.23 8.21 1.84
H 0.25 8.60 1.22
H 1.37 9.86 1.72
H 0.96 8.56 2.85
H 1.78 8.12 -0.60
C -2.14 -0.98 6.64
C -1.83 -1.51 5.25
C -0.70 -0.73 4.60
O -3.00 -1.42 4.43
H -2.46 0.07 6.59
H -2.96 -1.54 7.09
H -1.27 -1.05 7.29
H -1.56 -2.56 5.31
H -0.97 0.33 4.48
H -0.49 -1.11 3.59
H 0.22 -0.79 5.19
H -3.25 -0.49 4.37
*
```

No. 2
C3H2N2 in the gas phase at a distorted geometry. Source: the Open Molecules 2025 dataset; level of theory: ωB97M-V with the def2-TZVPD basis set.

**HOMO-LUMO gap**: 0.40931 Eh
**Relative energy (zero: lowest compared OMol25 entry of this formula, charge and spin)**: 197.8 kJ/mol
**E_HOMO**: -11.5 eV
**SMILES**: N#CCC#N

```
! RIJCOSX wB97M-V def2-TZVPD def2/J DEFGRID3
* xyz 0 1
N 0.64 2.22 0.66
C 0.63 1.09 0.36
C 0.25 -0.20 -0.23
C -1.06 -0.42 -0.24
N -1.97 -1.30 -0.16
H 0.80 -0.51 -1.11
H 0.71 -0.88 0.72
*
```

No. 3
A molecular structure, C29H32CoOPSe2. Source: the Open Molecules 2025 dataset; level of theory: ωB97M-V with the def2-TZVPD basis set.

**HOMO-LUMO gap (alpha / beta)**: 0.17986 / 0.19732 Eh
**Expectation value of S²**: 3.771
**E_HOMO (alpha / beta)**: -2.8 / -3.2 eV

```
! RIJCOSX wB97M-V def2-TZVPD def2/J DEFGRID3
* xyz -1 4
Co 0.14 0.04 -0.06
C 6.53 -1.06 0.44
C 6.16 -0.56 -0.80
C 4.91 0.03 -0.98
C 3.99 0.12 0.07
C 4.38 -0.41 1.31
C 5.64 -0.98 1.50
P 2.32 0.83 -0.19
C 1.01 -1.81 2.16
C 1.99 -2.71 1.74
C 3.10 -3.00 2.53
C 3.28 -2.37 3.75
C 2.34 -1.44 4.16
C 1.22 -1.17 3.38
C 2.11 2.10 1.10
C 3.11 2.67 1.85
C 2.86 3.77 2.71
C 1.63 4.33 2.80
C 0.55 3.76 2.05
C -0.75 4.33 2.10
C -1.77 3.77 1.39
C -1.56 2.58 0.65
C -0.33 1.95 0.57
C 0.76 2.61 1.25
H 7.51 -1.51 0.58
H 6.85 -0.62 -1.64
H 4.63 0.43 -1.94
H 3.68 -0.38 2.14
H 5.90 -1.38 2.47
H 1.88 -3.18 0.77
H 3.84 -3.70 2.16
H 4.15 -2.59 4.36
H 2.47 -0.91 5.10
H 0.52 -0.42 3.72
H 4.13 2.30 1.75
H 3.69 4.19 3.27
H 1.44 5.19 3.42
H -0.91 5.22 2.70
H -2.76 4.22 1.41
H -2.42 2.15 0.15
C -4.68 -0.21 -1.56
Se -2.78 -0.17 -1.31
C -2.30 -1.70 -2.41
C -1.30 -1.29 -3.47
Se 0.35 -0.59 -2.67
C 0.16 1.27 -3.20
H -5.10 -1.14 -1.19
H -4.92 -0.07 -2.61
H -5.09 0.62 -0.98
H -3.22 -2.10 -2.85
H -1.87 -2.45 -1.75
H -1.69 -0.51 -4.12
H -1.00 -2.14 -4.09
H -0.10 1.33 -4.25
H 1.13 1.72 -3.01
H -0.58 1.76 -2.57
C -0.89 -3.74 0.73
O -0.36 -2.51 0.27
C -0.18 -1.49 1.33
C -1.46 -1.33 2.13
H -1.97 -3.66 0.91
H -0.41 -4.07 1.66
H -0.72 -4.50 -0.04
H -1.66 -2.12 2.86
H -2.32 -1.27 1.45
H -1.44 -0.39 2.68
*
```

No. 4
A molecular structure, C20H24InN2O6P3. Source: the Open Molecules 2025 dataset; level of theory: ωB97M-V with the def2-TZVPD basis set.

**HOMO-LUMO gap**: 0.32010 Eh
**Relative energy (zero: lowest compared OMol25 entry of this formula, charge and spin)**: 0.0 kJ/mol
**E_HOMO**: -14.7 eV

```
! RIJCOSX wB97M-V def2-TZVPD def2/J DEFGRID3
* xyz 2 1
In -0.44 0.28 0.02
N 1.68 0.14 0.75
C 2.51 1.30 0.41
C 3.89 1.20 0.54
C 4.70 2.27 0.21
C 4.14 3.45 -0.25
C 2.77 3.56 -0.40
C 1.94 2.49 -0.07
P 0.15 2.66 -0.29
C -0.56 3.36 1.20
C -1.95 3.47 1.28
C -2.54 3.96 2.43
C -1.74 4.33 3.51
C -0.36 4.22 3.44
C 0.24 3.73 2.28
C -0.26 3.61 -1.73
C -0.58 4.96 -1.60
C -0.85 5.71 -2.73
C -0.80 5.11 -3.98
C -0.48 3.76 -4.12
C -0.22 3.00 -2.99
H 1.66 -0.04 1.75
H 2.08 -0.70 0.35
H 4.32 0.27 0.91
H 5.77 2.18 0.32
H 4.78 4.29 -0.51
H 2.34 4.48 -0.78
H -2.58 3.18 0.44
H -3.61 4.05 2.50
H -2.20 4.72 4.41
H 0.26 4.52 4.27
H 1.32 3.66 2.22
H -0.63 5.42 -0.62
H -1.10 6.75 -2.64
H -1.01 5.70 -4.87
H -0.45 3.30 -5.10
H 0.03 1.95 -3.10
N -2.19 -3.17 2.72
C -2.26 -2.36 1.44
C -3.51 -2.76 0.67
P -2.46 -0.59 1.98
O -0.99 -0.15 2.57
O -3.50 -0.58 3.01
O -2.45 0.20 0.68
P -0.68 -2.63 0.54
O -0.86 -4.12 0.05
O 0.43 -2.41 1.49
O -0.72 -1.65 -0.66
H -2.90 -2.83 3.38
H -1.26 -3.08 3.15
H -2.35 -4.17 2.53
H -4.41 -2.55 1.25
H -3.48 -3.81 0.40
H -3.56 -2.18 -0.26
H -0.99 0.05 3.51
H -0.11 -4.53 -0.39
*
```

Which formula does entry 4 have?
C20H24InN2O6P3

Copy entry 1 word for word.
5 unconnected molecules or ions with the total composition C19H46F3O7PSSi at a distorted geometry. Source: the Open Molecules 2025 dataset; level of theory: ωB97M-V with the def2-TZVPD basis set.

**HOMO-LUMO gap**: 0.35123 Eh
**E_HOMO**: -9.3 eV
**SMILES**: O=[PH2][Si@](S)(CCCC(=O)O)CCC(F)(F)F.CC(C)O.CC(C)O.CC(C)O.CC(C)O

```
! RIJCOSX wB97M-V def2-TZVPD def2/J DEFGRID3
* xyz 0 1
O 1.27 0.90 0.08
P 1.69 0.59 -1.40
Si -0.13 0.59 -2.64
S -1.54 -0.76 -1.65
C 0.09 -0.10 -4.41
C 1.61 -0.21 -4.91
C 1.54 -0.54 -6.50
C 2.39 0.48 -7.38
O 2.64 1.66 -7.11
O 2.87 -0.03 -8.64
C -1.05 2.30 -2.67
C -0.06 3.56 -2.81
C 0.20 4.39 -1.49
F 1.50 4.25 -0.99
F -0.69 4.13 -0.43
F 0.00 5.77 -1.83
H 2.67 1.57 -1.75
H 2.26 -0.74 -1.37
H -2.05 0.05 -0.63
H -0.46 0.59 -5.15
H -0.37 -1.15 -4.47
H 2.24 0.70 -4.68
H 2.15 -1.11 -4.45
H 0.46 -0.44 -6.86
H 1.89 -1.60 -6.74
H 2.07 -0.30 -9.15
H -1.72 2.31 -1.76
H -1.75 2.34 -3.58
H -0.45 4.25 -3.64
H 0.94 3.16 -3.22
C 0.62 -4.62 1.03
C 1.18 -4.32 -0.35
C 2.59 -4.87 -0.50
O 1.20 -2.91 -0.56
H 1.23 -4.15 1.81
H -0.39 -4.21 1.13
H 0.58 -5.70 1.22
H 0.54 -4.76 -1.11
H 3.27 -4.42 0.22
H 2.99 -4.64 -1.50
H 2.61 -5.96 -0.36
H 1.77 -2.52 0.11
C -3.07 -6.70 2.64
C -2.78 -5.21 2.54
C -3.94 -4.38 3.06
O -2.54 -4.87 1.17
H -3.95 -6.97 2.05
H -2.23 -7.28 2.25
H -3.24 -6.99 3.68
H -1.87 -4.97 3.10
H -4.85 -4.57 2.49
H -3.72 -3.31 2.97
H -4.14 -4.61 4.11
H -3.33 -5.08 0.67
C 2.05 6.48 1.37
C 2.33 7.97 1.27
C 1.16 8.79 1.80
O 2.58 8.33 -0.09
H 1.17 6.21 0.77
H 2.89 5.91 0.97
H 1.87 6.18 2.40
H 3.23 8.21 1.84
H 0.25 8.60 1.22
H 1.37 9.86 1.72
H 0.96 8.56 2.85
H 1.78 8.12 -0.60
C -2.14 -0.98 6.64
C -1.83 -1.51 5.25
C -0.70 -0.73 4.60
O -3.00 -1.42 4.43
H -2.46 0.07 6.59
H -2.96 -1.54 7.09
H -1.27 -1.05 7.29
H -1.56 -2.56 5.31
H -0.97 0.33 4.48
H -0.49 -1.11 3.59
H 0.22 -0.79 5.19
H -3.25 -0.49 4.37
*
```